[1]
52
Properties=species:S:1:pos:R:3:forces:R:3 method="wB97M-V/def2-TZVPD" smiles="COCN1C(NCCCN)=[N+]([PH2]=N)[C@@](F)(B(C)O)O[C@H]1c1ccncc1" orbital_gap_ev=6.9 lumo_energy_ev=-4.64 e_tot_ha=-1568.68301 spin_multiplicity=1 homo_energy_ev=-11.5295 largest_force_ev_per_a=6.60 charge=+1
C 1.73635 1.17502 3.95125 0.500 -0.707 1.238
O 1.22067 1.20880 2.57143 -1.267 -1.117 0.551
C 0.29530 0.08273 2.38746 0.596 -1.119 2.859
N -0.31783 -0.04053 1.01451 2.625 1.517 -1.943
C 0.69961 -0.10888 -0.09930 0.910 -1.022 -0.248
N 1.47598 -1.25504 -0.31462 -2.080 2.512 0.431
C 1.40898 -2.51365 0.51854 1.277 -1.526 2.035
C 2.16057 -3.81874 -0.19504 -0.663 0.681 -0.324
C 1.59458 -4.03300 -1.72256 0.717 -0.381 0.822
N 2.46091 -5.10213 -2.37772 -0.732 1.406 -0.362
N 0.89959 1.00841 -1.09262 -1.015 -1.734 2.691
P 2.31388 2.01889 -0.78615 1.188 3.186 2.479
N 2.16992 3.12891 0.37791 -1.104 -2.262 -1.877
C -0.35775 1.76168 -1.42723 -3.026 0.292 -1.563
F -0.25087 3.23767 -1.41259 0.249 -3.404 0.762
B -0.72569 1.35713 -3.01391 0.836 0.555 -1.964
C -2.11631 0.62292 -3.49104 0.055 0.424 -0.598
O 0.32685 1.76606 -4.01029 -1.164 -2.477 2.373
O -1.55599 1.30614 -0.64681 3.869 0.251 0.915
C -1.22316 1.14891 0.77716 -2.469 2.374 0.745
C -2.68099 1.03774 1.58502 -3.414 -0.455 2.196
C -3.98103 0.18392 1.01584 0.372 2.352 3.832
C -5.33976 0.21830 1.93106 2.348 1.180 0.262
N -5.56150 0.93307 3.23385 5.787 0.029 -3.171
C -4.36030 1.67404 3.74856 1.086 -0.759 -2.110
C -2.88818 1.82592 3.04571 -2.838 -2.852 -2.822
H 2.76770 0.59209 3.91102 -2.041 1.420 0.298
H 1.02072 0.56318 4.68125 1.350 1.260 -1.630
H 1.84188 2.25250 4.43719 -0.130 -2.268 -1.561
H 0.89201 -0.89346 2.72871 -1.426 1.809 -1.225
H -0.56870 0.19775 3.20336 1.430 -0.310 -2.200
H 2.15874 -1.25901 -1.12934 -1.342 0.259 1.416
H 0.33382 -2.80777 0.88598 1.890 1.037 -1.148
H 2.04824 -2.30301 1.50435 -1.470 -0.400 -2.069
H 1.92781 -4.78951 0.45807 0.590 2.312 -1.440
H 3.31903 -3.60480 -0.19671 -2.276 -0.535 -0.050
H 1.66460 -3.01956 -2.32615 -0.523 -1.772 1.190
H 0.49357 -4.44708 -1.63327 2.195 1.082 -0.427
H 3.45000 -4.77565 -2.44565 -1.166 -0.260 0.059
H 2.11420 -5.21941 -3.35556 0.523 -0.002 1.089
H 3.39989 1.12374 -0.37274 -0.998 0.027 -1.075
H 2.69476 2.62032 -2.07182 -0.454 -1.143 0.761
H 1.19086 3.05774 0.73089 1.126 0.510 -0.030
H -2.63364 -0.04621 -2.68271 1.027 1.256 -1.676
H -2.87834 1.49283 -3.78393 1.554 -1.732 0.678
H -1.88594 0.06321 -4.50799 -0.663 0.954 2.171
H 0.91764 0.97913 -4.21922 -1.195 1.488 0.093
H -0.76242 2.18295 1.14005 -0.620 -2.357 -0.592
H -3.93718 -0.42830 0.01143 -0.132 1.459 2.311
H -6.27007 -0.39358 1.49913 2.243 1.605 1.238
H -4.49110 2.22806 4.79869 0.135 -1.436 -2.664
H -1.96878 2.42246 3.47296 -2.273 -1.208 -0.729

---

[2]
44
Properties=species:S:1:pos:R:3:forces:R:3 method="wB97M-V/def2-TZVPD" orbital_gap_ev=5.2 lumo_energy_ev=-0.69 e_tot_ha=-1045.72532 spin_multiplicity=1 homo_energy_ev=-5.9227 largest_force_ev_per_a=2.25
C 0.51819 3.26836 -2.33318 0.501 0.396 -0.257
C -0.75366 2.78274 -2.08542 -0.831 -0.490 0.396
C -0.95608 1.70172 -1.19505 0.140 1.545 -1.064
C 0.14581 1.09125 -0.63923 -0.657 -0.759 2.017
C 1.40012 1.64349 -0.78215 0.609 1.394 -0.929
C 1.61072 2.73641 -1.65017 -0.180 -0.884 0.499
C -2.37662 1.30669 -0.81984 0.069 -0.303 0.151
C -2.50452 -0.18628 -0.44419 -0.255 0.087 0.062
N -2.67648 -1.03094 -1.60162 -0.711 0.136 -0.441
Ba -0.51119 0.66074 2.07514 -0.189 -0.548 -1.729
C 2.51511 1.02637 0.04436 0.078 0.232 -0.165
P 1.82257 -0.61016 0.52591 0.386 0.595 0.016
H -1.63730 3.23125 -2.54697 0.305 0.053 -0.102
H 2.62169 3.10276 -1.76195 0.038 0.307 -0.236
H 0.67481 4.08072 -3.05382 -0.135 -0.285 0.337
H 2.76534 1.63537 0.93583 -0.036 -0.156 -0.288
H 3.44619 0.87186 -0.52705 -0.167 0.239 0.166
H -2.74200 1.92305 0.03779 0.296 -0.229 -0.270
H -3.07502 1.56268 -1.63802 0.219 -0.312 0.306
H -1.64113 -0.56618 0.15813 -0.308 0.254 -0.348
C 3.34585 -1.29388 1.25378 0.486 -0.180 -0.246
C 2.07658 -1.35137 -1.13172 -0.091 -0.392 -0.084
H -3.40485 -0.31162 0.17802 0.119 -0.033 -0.143
C -1.58178 -1.12537 -2.53838 0.269 -0.304 -0.058
C -3.26137 -2.32028 -1.30860 0.299 -0.170 0.148
H 0.58836 -1.33933 4.05095 -0.239 0.262 -0.275
H -1.91667 -1.77278 -3.35921 0.147 0.193 0.062
H -1.30618 -0.15460 -2.95168 -0.076 -0.020 0.083
H -0.66909 -1.57647 -2.10618 -0.155 0.064 0.002
H -3.46336 -2.84157 -2.25291 -0.038 0.084 0.233
H -2.60051 -2.96275 -0.69496 -0.117 0.056 -0.086
H -4.20078 -2.18428 -0.76760 0.012 -0.050 -0.042
H 3.15178 -1.23804 -1.35774 -0.423 -0.158 -0.045
H 1.81982 -2.41761 -1.08555 0.053 0.200 -0.213
H 1.48789 -0.84335 -1.90415 0.084 -0.213 0.299
H 4.16452 -1.10299 0.53769 -0.010 -0.242 0.510
H 3.56710 -0.82203 2.21575 0.027 -0.195 -0.052
H 3.19336 -2.37175 1.36634 0.259 0.096 0.203
H -0.44112 -1.82583 1.80364 -0.396 0.302 0.489
C 0.15059 -0.06581 5.55053 -0.115 -0.523 -0.755
O 0.42059 -0.38440 4.14977 0.506 -0.317 1.901
H -0.05104 1.00621 5.57678 -0.038 -0.130 0.148
H 1.01137 -0.29039 6.18550 -0.078 0.052 -0.144
H -0.72766 -0.64164 5.89142 0.344 0.350 -0.054

---

[3]
58
Properties=species:S:1:pos:R:3:forces:R:3 method="wB97M-V/def2-TZVPD" smiles=ClC(Cl)Cl.ClC(Cl)Cl.ClCCCl.ClCCCl.ClCCCl.ClCCCl.ClCCCl.ClCCCl orbital_gap_ev=11.1 lumo_energy_ev=0.30 de_lowest_ev=0.201 e_tot_ha=-8832.51230 spin_multiplicity=1 homo_energy_ev=-10.7929 largest_force_ev_per_a=1.16
Cl 14.78369 -16.07921 -2.90735 0.383 -0.267 0.110
C 15.99063 -15.51199 -4.10032 0.170 0.256 0.241
C 15.32314 -14.73305 -5.19525 0.142 -0.282 -0.299
Cl 16.61688 -14.16077 -6.28941 0.012 0.198 -0.023
H 16.52782 -16.37156 -4.48192 -0.062 -0.066 0.047
H 16.66245 -14.86444 -3.54576 0.099 -0.113 -0.011
H 14.79901 -13.86760 -4.80198 -0.051 0.016 -0.070
H 14.66406 -15.34578 -5.80134 0.063 0.086 0.208
Cl 16.73378 -18.50379 -8.81382 0.190 0.129 -0.058
C 17.97525 -17.31734 -9.41542 -1.047 -0.501 0.055
C 18.65280 -16.71951 -8.22683 0.528 0.555 0.329
Cl 20.23988 -16.01192 -8.69792 -0.107 -0.065 -0.055
H 17.37213 -16.57868 -9.93151 0.302 0.070 -0.314
H 18.62096 -17.86879 -10.08475 0.163 0.063 -0.022
H 18.84496 -17.43892 -7.43947 0.040 -0.117 -0.029
H 18.07358 -15.88860 -7.83348 -0.040 -0.163 0.122
Cl 17.56718 -12.59596 2.50074 -0.024 -0.183 0.157
C 17.12026 -13.15428 0.87929 -0.005 0.259 -0.825
C 18.37338 -13.27103 0.02288 -0.275 0.006 0.262
Cl 17.88426 -13.68026 -1.64650 0.079 -0.239 0.060
H 16.45749 -12.40676 0.44532 0.018 0.017 0.069
H 16.58032 -14.09778 0.89164 0.091 -0.055 0.379
H 19.02074 -14.06308 0.38560 0.108 0.032 -0.043
H 18.89990 -12.32362 -0.02258 0.102 -0.015 0.022
Cl 18.89292 -17.63221 -1.03302 -0.057 0.025 0.124
C 19.73427 -18.82451 -2.04055 0.382 0.011 -0.433
C 18.89489 -19.28978 -3.20298 0.063 -0.592 0.299
Cl 18.56425 -17.97519 -4.34109 -0.033 0.087 -0.207
H 20.02978 -19.67652 -1.43305 -0.186 -0.001 0.154
H 20.64434 -18.36748 -2.43001 -0.064 0.130 0.158
H 17.95764 -19.73479 -2.87374 -0.110 0.203 -0.042
H 19.44763 -20.06585 -3.73320 0.010 0.115 -0.101
Cl 12.27248 -14.91284 -6.18414 -0.406 0.019 -0.132
C 11.74108 -13.98846 -4.74161 0.052 -0.127 0.020
C 11.74844 -14.91640 -3.54184 -0.131 0.448 -0.044
Cl 11.04800 -14.05702 -2.13498 -0.039 0.010 0.005
H 10.75652 -13.59014 -4.96238 -0.068 -0.053 0.054
H 12.43904 -13.16647 -4.61134 -0.010 0.028 0.057
H 12.76486 -15.18000 -3.26523 -0.393 -0.026 -0.172
H 11.13972 -15.79505 -3.72325 0.019 -0.090 -0.008
Cl 14.92491 -21.20380 -2.66362 -0.001 0.082 -0.034
C 14.62423 -19.54484 -2.06961 0.348 0.055 -0.040
C 13.18946 -19.31072 -1.69537 -0.108 0.287 0.116
Cl 12.64743 -20.32962 -0.34187 -0.024 -0.116 0.005
H 14.90509 -18.85058 -2.85857 -0.072 -0.093 -0.113
H 15.30601 -19.37191 -1.23967 -0.130 -0.088 0.127
H 12.52325 -19.46328 -2.54002 -0.013 -0.169 0.011
H 13.07350 -18.28299 -1.35174 0.076 0.031 -0.081
C 20.28368 -13.38153 -4.23214 -0.210 -0.235 -0.270
Cl 21.26338 -12.64374 -2.98130 0.100 0.103 0.124
Cl 21.25538 -14.34486 -5.34227 0.120 -0.022 -0.049
Cl 19.34792 -12.17806 -5.12329 0.086 0.080 0.109
H 19.58839 -14.06474 -3.76419 -0.056 0.077 0.120
C 14.95493 -10.98104 -3.24513 -0.008 -0.456 0.077
Cl 14.04000 -9.53852 -2.87791 -0.100 0.179 0.018
Cl 14.26938 -12.39727 -2.41394 -0.061 0.043 0.021
Cl 16.64660 -10.82226 -2.82562 0.114 0.299 -0.097
H 14.88200 -11.18928 -4.30375 0.030 0.131 -0.092